Molecular formula: C9H12F3N2O
Method: DFT, wB97M-V/def2-TZVPD

Summary:
Molecular weight ... 221.20 g mol⁻¹
Calculated total energy ... -22701.8987 eV
Relative energy (zero: lowest compared OMol25 entry of this formula, charge and spin) ... 0.0 kJ/mol
Total charge ... +1
HOMO level ... -14.0 eV
Multiplicity ... 1
LUMO energy ... -4.583 eV

Positions of all 27 atoms, in Å:
C (-2.194, -1.690, -0.045)
C (-2.122, -0.212, -0.378)
O (-2.151, 0.544, 0.841)
C (-0.896, 0.196, -1.237)
C (0.317, 0.392, -0.395)
C (0.438, 1.633, 0.273)
N (-0.509, 2.660, 0.025)
C (1.509, 1.835, 1.126)
N (2.430, 0.872, 1.305)
C (2.365, -0.295, 0.663)
C (1.322, -0.566, -0.210)
C (1.448, -1.917, -0.895)
F (1.673, -2.855, 0.045)
F (0.403, -2.291, -1.597)
F (2.508, -1.897, -1.697)
H (-1.278, -1.996, 0.469)
H (-3.025, -1.907, 0.617)
H (-2.235, -2.293, -0.946)
H (-3.023, 0.057, -0.920)
H (-1.832, -0.044, 1.532)
H (-0.750, -0.458, -2.086)
H (-1.144, 1.177, -1.632)
H (-0.032, 3.550, -0.058)
H (-1.208, 2.714, 0.756)
H (1.638, 2.763, 1.658)
H (3.202, 1.037, 1.937)
H (3.149, -1.010, 0.850)

These are the Mulliken partial charges, in e, on atoms 1 to 5: C -1.435; C 0.153; O -0.527; C -1.209; C 0.396

***

Molecular formula: C71H132F30N10O22PS10
Method: DFT, wB97M-V/def2-TZVPD

Summary:
Molecular weight ... 2399.47 g mol⁻¹
Calculated total energy ... -334859.0615 eV
Total charge ... 0
HOMO level (spin up / spin down) ... -8.1 / -8.3 eV
Multiplicity ... 2
LUMO energy (spin up / spin down) ... -2.742 / -2.741 eV

Positions of all 276 atoms, in Å:
C (-8.242, -4.433, 3.855)
C (-7.086, -5.201, 3.088)
C (-5.964, -5.579, 4.009)
N (-4.618, -6.030, 3.268)
C (-3.532, -6.532, 4.296)
C (-3.174, -5.527, 5.314)
C (-2.614, -4.260, 4.672)
C (-3.479, -3.761, 3.486)
C (-3.957, -4.839, 2.457)
C (-4.960, -7.190, 2.286)
H (-7.991, -3.855, 4.744)
H (-9.118, -5.036, 4.095)
H (-8.833, -3.762, 3.230)
H (-6.791, -4.571, 2.249)
H (-7.416, -6.143, 2.649)
H (-6.117, -6.422, 4.684)
H (-5.682, -4.703, 4.593)
H (-3.906, -7.444, 4.762)
H (-2.653, -6.799, 3.709)
H (-4.089, -5.177, 5.791)
H (-2.567, -5.917, 6.131)
H (-2.496, -3.540, 5.482)
H (-1.552, -4.361, 4.449)
H (-4.388, -3.246, 3.799)
H (-2.925, -2.945, 3.022)
H (-4.595, -4.390, 1.696)
H (-3.130, -5.292, 1.911)
H (-5.672, -6.892, 1.516)
H (-5.391, -7.985, 2.895)
H (-4.090, -7.541, 1.730)
C (0.236, -1.437, -5.788)
C (0.803, -1.636, -7.164)
C (1.924, -0.639, -7.500)
N (2.824, -1.147, -8.662)
C (4.055, -0.158, -8.595)
C (5.237, -0.582, -9.462)
C (5.685, -2.028, -9.090)
C (4.505, -2.935, -9.428)
C (3.298, -2.621, -8.591)
C (2.078, -0.882, -9.984)
H (0.188, -0.408, -5.433)
H (0.858, -1.933, -5.042)
H (-0.721, -1.953, -5.700)
H (-0.005, -1.615, -7.896)
H (1.203, -2.650, -7.136)
H (2.549, -0.582, -6.609)
H (1.630, 0.389, -7.711)
H (4.523, -0.143, -7.611)
H (3.640, 0.850, -8.623)
H (6.045, 0.123, -9.267)
H (4.884, -0.503, -10.490)
H (5.899, -1.993, -8.022)
H (6.635, -2.227, -9.587)
H (4.741, -3.996, -9.345)
H (4.306, -2.856, -10.497)
H (3.523, -2.884, -7.557)
H (2.367, -3.114, -8.868)
H (2.082, 0.201, -10.110)
H (1.106, -1.376, -9.968)
H (2.672, -1.305, -10.794)
C (-5.972, 1.727, -3.521)
C (-5.590, 2.580, -2.294)
C (-6.490, 2.385, -1.086)
N (-6.130, 3.451, 0.025)
C (-6.314, 4.891, -0.527)
C (-6.583, 5.979, 0.514)
C (-7.558, 5.587, 1.673)
C (-7.059, 4.303, 2.255)
C (-7.045, 3.177, 1.236)
C (-4.678, 3.258, 0.403)
H (-5.937, 0.647, -3.373)
H (-5.395, 2.000, -4.405)
H (-7.013, 1.981, -3.717)
H (-5.484, 3.622, -2.593)
H (-4.533, 2.366, -2.136)
H (-6.228, 1.438, -0.614)
H (-7.549, 2.526, -1.306)
H (-7.137, 4.838, -1.240)
H (-5.453, 5.122, -1.154)
H (-6.839, 6.942, 0.072)
H (-5.636, 6.193, 1.010)
H (-8.550, 5.339, 1.296)
H (-7.569, 6.392, 2.408)
H (-7.614, 4.033, 3.153)
H (-6.032, 4.470, 2.578)
H (-8.063, 3.112, 0.854)
H (-6.774, 2.222, 1.687)
H (-4.644, 4.025, 1.176)
H (-4.049, 3.695, -0.373)
H (-4.509, 2.258, 0.803)
C (1.603, 4.646, 10.764)
C (2.176, 5.725, 9.722)
C (2.605, 5.064, 8.396)
C (3.283, 6.152, 7.475)
P (3.754, 5.516, 5.770)
C (4.972, 6.639, 4.900)
C (6.190, 6.965, 5.761)
C (7.200, 7.980, 5.092)
C (6.663, 9.423, 5.067)
C (4.705, 3.963, 6.001)
C (3.941, 2.647, 6.308)
C (4.828, 1.405, 6.649)
C (5.947, 1.202, 5.661)
C (2.326, 5.140, 4.800)
C (2.527, 4.726, 3.373)
C (1.195, 4.245, 2.692)
C (0.881, 2.767, 2.948)
H (0.699, 4.108, 10.480)
H (1.339, 5.095, 11.722)
H (2.378, 4.042, 11.236)
H (3.063, 6.275, 10.036)
H (1.407, 6.463, 9.491)
H (1.703, 4.677, 7.922)
H (3.285, 4.282, 8.733)
H (4.178, 6.555, 7.950)
H (2.664, 7.046, 7.405)
H (4.381, 7.539, 4.731)
H (5.328, 6.156, 3.990)
H (6.762, 6.063, 5.978)
H (6.006, 7.376, 6.754)
H (7.675, 7.614, 4.182)
H (8.072, 7.966, 5.746)
H (7.434, 10.188, 4.985)
H (6.092, 9.674, 5.961)
H (5.973, 9.576, 4.238)
H (5.451, 4.246, 6.744)
H (5.243, 3.728, 5.083)
H (3.370, 2.378, 5.419)
H (3.152, 2.846, 7.033)
H (4.217, 0.507, 6.742)
H (5.306, 1.599, 7.609)
H (6.856, 1.802, 5.713)
H (5.594, 1.221, 4.629)
H (6.432, 0.226, 5.672)
H (1.624, 5.956, 4.973)
H (1.886, 4.306, 5.347)
H (3.173, 3.848, 3.344)
H (3.003, 5.568, 2.872)
H (1.414, 4.433, 1.641)
H (0.401, 4.978, 2.833)
H (0.028, 2.410, 2.371)
H (0.567, 2.586, 3.975)
H (1.689, 2.042, 2.845)
C (1.101, 0.507, -0.459)
C (0.256, -0.686, -0.633)
C (-0.355, -1.010, 0.787)
C (-1.608, -1.869, 0.832)
C (-2.194, -2.248, -0.522)
C (-2.235, -1.135, -1.581)
N (-0.857, -0.422, -1.616)
O (-0.635, 0.306, -2.740)
C (-3.313, -0.114, -1.169)
C (-2.531, -1.862, -2.941)
C (0.978, -1.935, -1.204)
H (1.950, 0.150, 0.124)
H (0.568, 1.347, -0.013)
H (1.406, 1.028, -1.367)
H (-0.697, -0.045, 1.159)
H (0.429, -1.204, 1.518)
H (-2.353, -1.295, 1.383)
H (-1.436, -2.800, 1.373)
H (-3.250, -2.484, -0.389)
H (-1.723, -3.166, -0.873)
H (-3.128, 0.242, -0.155)
H (-4.335, -0.490, -1.207)
H (-3.207, 0.709, -1.875)
H (-1.754, -2.567, -3.234)
H (-2.563, -1.170, -3.782)
H (-3.410, -2.502, -2.865)
H (0.353, -2.797, -1.437)
H (1.697, -2.364, -0.506)
H (1.501, -1.749, -2.142)
C (4.613, -2.377, -1.919)
C (5.997, -2.925, -1.665)
C (5.904, -4.412, -1.118)
C (5.588, -5.433, -2.290)
C (6.598, -5.335, -3.440)
C (6.769, -3.903, -4.045)
N (6.824, -2.880, -2.966)
O (7.228, -1.567, -3.370)
C (5.751, -3.570, -5.022)
C (8.098, -3.973, -4.801)
C (6.702, -2.169, -0.571)
H (3.921, -3.205, -2.073)
H (4.595, -1.594, -2.677)
H (4.333, -1.975, -0.945)
H (5.154, -4.394, -0.327)
H (6.854, -4.777, -0.726)
H (4.544, -5.260, -2.548)
H (5.596, -6.420, -1.827)
H (6.362, -6.036, -4.240)
H (7.508, -5.632, -2.919)
H (4.790, -3.501, -4.512)
H (5.734, -4.263, -5.864)
H (5.881, -2.548, -5.379)
H (8.878, -4.036, -4.042)
H (8.258, -3.065, -5.381)
H (8.286, -4.824, -5.456)
H (7.719, -2.532, -0.420)
H (6.173, -2.276, 0.376)
H (6.893, -1.116, -0.780)
C (-2.173, 6.841, -0.348)
F (-2.410, 7.296, -1.664)
F (-1.230, 7.603, 0.264)
F (-3.397, 6.803, 0.256)
S (-1.343, 5.038, -0.508)
O (0.113, 5.259, -0.771)
O (-1.509, 4.425, 0.833)
N (-2.349, 4.375, -1.737)
S (-1.444, 4.252, -2.903)
O (-0.935, 5.533, -3.379)
O (-0.466, 3.209, -2.762)
C (-2.565, 3.730, -4.334)
F (-3.660, 4.535, -4.404)
F (-1.868, 3.678, -5.495)
F (-2.977, 2.450, -4.191)
C (-3.152, -5.966, -2.279)
F (-2.648, -5.207, -3.292)
F (-2.350, -6.998, -2.222)
F (-3.161, -5.343, -1.129)
S (-4.931, -6.589, -2.831)
O (-4.741, -7.195, -4.156)
O (-5.346, -7.475, -1.738)
N (-5.576, -4.971, -2.975)
S (-6.629, -5.015, -1.970)
O (-7.712, -5.944, -2.254)
O (-6.082, -5.195, -0.637)
C (-7.351, -3.228, -1.966)
F (-6.305, -2.427, -1.699)
F (-7.948, -2.929, -3.134)
F (-8.215, -3.088, -1.009)
C (3.377, -2.075, 2.742)
F (4.673, -2.365, 2.828)
F (3.164, -1.314, 3.857)
F (3.130, -1.350, 1.611)
S (2.362, -3.739, 2.824)
O (3.092, -4.672, 3.729)
O (0.973, -3.577, 3.222)
N (2.495, -4.240, 1.197)
S (1.415, -5.293, 1.191)
O (1.427, -6.344, 2.199)
O (0.045, -4.795, 0.903)
C (1.843, -6.149, -0.549)
F (1.767, -5.235, -1.524)
F (2.992, -6.770, -0.514)
F (0.859, -7.008, -0.867)
C (-7.131, -1.310, 1.561)
F (-8.288, -1.969, 1.846)
F (-6.298, -2.134, 1.004)
F (-7.229, -0.310, 0.738)
S (-6.419, -0.641, 3.194)
O (-7.468, 0.177, 3.783)
O (-6.222, -1.854, 3.972)
N (-5.016, 0.178, 2.591)
S (-4.528, 0.957, 3.793)
O (-5.074, 2.279, 3.876)
O (-4.708, 0.285, 5.080)
C (-2.612, 1.055, 3.483)
F (-2.350, 1.811, 2.373)
F (-2.020, 1.527, 4.558)
F (-2.118, -0.181, 3.231)
C (4.943, 1.764, -3.027)
F (6.185, 1.278, -2.996)
F (4.468, 1.767, -1.795)
F (5.140, 3.002, -3.559)
S (3.790, 0.789, -4.276)
O (4.680, -0.245, -4.892)
O (2.767, 0.179, -3.398)
N (3.271, 1.975, -5.401)
S (2.050, 2.661, -4.735)
O (0.816, 1.908, -4.999)
O (2.291, 3.114, -3.343)
C (1.935, 4.284, -5.926)
F (2.897, 5.140, -5.618)
F (2.098, 3.943, -7.209)
F (0.738, 4.934, -5.751)

These are the Mulliken partial charges, in e, on atoms 1 to 5: C -1.444; C 0.428; C -0.907; N 0.376; C -0.737

***

Molecular formula: C14H17N3O4
Method: DFT, wB97M-V/def2-TZVPD

Summary:
Molecular weight ... 291.31 g mol⁻¹
Calculated total energy ... -27451.5812 eV
Relative energy (zero: lowest compared OMol25 entry of this formula, charge and spin) ... 457.0 kJ/mol
Total charge ... 0
HOMO level ... -8.2 eV
Multiplicity ... 1
LUMO energy ... 0.464 eV

Positions of all 38 atoms, in Å:
C (0.527, -0.753, 0.061)
C (1.998, -0.792, -0.293)
C (-0.392, -0.543, -1.160)
C (-1.830, -0.854, -0.561)
C (-2.338, -2.167, -0.222)
C (-2.904, 0.019, -0.306)
C (-3.914, -0.691, 0.397)
C (-3.286, 1.341, -0.701)
C (-5.075, -0.060, 0.937)
C (-4.536, 1.884, -0.367)
C (-5.550, 1.106, 0.400)
C (4.100, 0.397, -0.211)
C (5.014, -0.850, 0.388)
C (4.722, 1.605, 0.463)
H (-0.545, -0.242, 1.756)
H (-0.627, 0.797, 0.612)
H (0.434, -1.794, 0.405)
H (-0.081, -1.243, -2.017)
H (-0.368, 0.497, -1.571)
H (-2.122, -3.190, -0.268)
H (-4.238, -2.842, 0.356)
H (-2.668, 1.955, -1.265)
H (-5.809, -0.507, 1.626)
H (-4.628, 2.884, -0.436)
H (-6.500, 1.544, 0.695)
H (2.470, 0.518, 1.186)
H (4.303, 0.524, -1.243)
H (5.724, 1.373, 0.707)
H (4.090, 1.952, 1.329)
H (3.682, 3.005, -0.685)
H (3.741, -1.698, -0.964)
N (0.074, 0.245, 1.041)
N (-3.532, -2.015, 0.364)
N (2.717, 0.225, 0.226)
O (2.371, -1.526, -1.120)
O (5.822, -0.868, 1.197)
O (4.625, 2.751, -0.484)
O (4.526, -1.986, -0.276)

These are the Mulliken partial charges, in e, on atoms 1 to 5: C 0.512; C -0.094; C -0.912; C 0.540; C -0.849

***

Molecular formula: C3H5N2O
Method: DFT, wB97M-V/def2-TZVPD

Summary:
Molecular weight ... 85.09 g mol⁻¹
Calculated total energy ... -8216.3097 eV
Relative energy (zero: lowest compared OMol25 entry of this formula, charge and spin) ... 160.3 kJ/mol
Total charge ... -1
HOMO level (spin up / spin down) ... -2.4 / -2.1 eV
Multiplicity ... 1
LUMO energy (spin up / spin down) ... 3.929 / 3.496 eV

Positions of all 11 atoms, in Å:
C (-0.479, 1.184, 1.861)
C (1.196, 1.091, 0.039)
C (0.190, 0.466, 0.924)
N (-0.895, 1.936, 2.632)
N (-1.558, 0.045, -1.269)
O (-2.733, -0.442, -1.034)
H (2.165, 0.454, -0.033)
H (1.546, 2.167, 0.280)
H (0.934, 1.160, -1.023)
H (0.009, -0.566, 0.964)
H (-1.421, 0.932, -0.801)

These are the Mulliken partial charges, in e, on atoms 1 to 5: C 0.703; C -0.652; C -1.180; N -0.644; N -0.055